66
Properties=species:S:1:pos:R:3 method="wB97M-V/def2-TZVPD" total_energy_ev=-98330.235 max_force_ev_per_a=3.47 charge=-1 gap_ev=7.50 lumo_energy_ev=1.552
O 0.72423 0.91476 -2.83381
S 0.88389 0.04883 -1.68801
O 0.21005 0.65581 -0.55226
I 3.29077 -0.00408 -1.30350
N 0.27679 -1.40066 -2.11192
S 0.78973 -2.67887 -1.20324
O 2.07594 -3.18133 -1.64362
O -0.18239 -3.73108 -1.43014
C 0.76877 -2.37812 0.58587
C 2.02601 -2.89612 1.34792
C 2.70810 -1.74252 2.14647
C 4.22230 -1.84651 2.24718
F 4.84280 -1.92220 1.06644
F 4.65689 -0.69884 2.84813
C 4.74557 -3.00687 3.12687
F 6.07865 -3.05930 2.97890
F 4.29247 -4.17778 2.75171
F 4.51097 -2.81940 4.41015
H 0.59402 -1.33187 0.85503
H -0.08442 -2.92872 0.98199
H 2.78984 -3.32824 0.69501
H 1.70287 -3.65521 2.06781
H 2.50695 -0.79682 1.62721
H 2.30895 -1.61525 3.15980
C -3.83716 -0.14007 -0.05230
N -2.87083 -0.80495 0.85925
O -2.03919 -1.52552 0.35542
O -2.98576 -0.57793 2.05291
H -3.61186 -0.43409 -1.07145
H -4.83221 -0.46549 0.23236
H -3.72544 0.93057 0.07246
C 0.32469 4.16657 -0.84557
N 1.38521 3.61737 0.03531
O 2.26514 2.97565 -0.48827
O 1.28832 3.85151 1.22966
H 0.53814 3.87863 -1.86937
H -0.62189 3.74520 -0.51693
H 0.34346 5.25026 -0.72950
C -5.39604 -3.44073 -2.28725
N -5.77798 -2.04319 -1.95102
O -5.39272 -1.16688 -2.69615
O -6.44941 -1.88371 -0.94846
H -4.80393 -3.42851 -3.19523
H -4.81795 -3.83108 -1.45391
H -6.31401 -4.00470 -2.42822
C 1.60951 8.64049 0.37808
N 1.31180 7.89834 -0.87729
O 0.81485 8.51874 -1.79551
O 1.58998 6.71652 -0.88799
H 1.31228 9.67507 0.24759
H 1.04290 8.17059 1.17731
H 2.67789 8.56225 0.55783
C 4.86658 -5.19374 -2.09437
N 4.66660 -5.88818 -0.79141
O 4.16476 -5.26268 0.11374
O 5.02979 -7.05122 -0.73032
H 4.50125 -4.17414 -2.01190
H 5.93241 -5.21066 -2.30675
H 4.30629 -5.74251 -2.84530
C -6.52649 3.83339 1.26332
N -5.72352 2.66929 0.80264
O -4.58372 2.88775 0.43913
O -6.27274 1.58790 0.82589
H -5.91603 4.72646 1.18923
H -7.39814 3.90394 0.61893
H -6.81456 3.64390 2.29339